i | The following is a DFT calculation (the ωB97M-V functional and the def2-TZVPD basis) of C18H24N2O4S in the gas phase.

```
49
Properties=species:S:1:pos:R:3:lowdin_charge:R:1
C 5.670 1.929 3.513 -0.079
C 4.777 1.087 4.423 -0.280
O 3.447 0.971 3.974 -0.150
C 3.281 0.188 2.813 -0.218
C 1.810 -0.231 2.727 -0.096
C 1.538 -1.018 1.481 -0.085
C 0.795 -0.520 0.445 -0.311
O 0.268 0.709 0.485 0.098
N 0.526 -1.218 -0.693 0.114
C 1.027 -2.404 -0.810 -0.625
S 0.771 -3.336 -2.271 1.004
C -0.317 -2.220 -3.205 -0.421
C -1.783 -2.639 -3.083 -0.263
O -2.622 -1.712 -3.720 -0.047
C -2.991 -0.560 -3.073 -0.255
C -3.744 0.329 -3.836 -0.005
C -4.203 1.503 -3.276 -0.038
C -3.943 1.822 -1.950 -0.247
C -4.466 3.095 -1.358 -0.049
C -3.193 0.931 -1.181 -0.230
C -2.923 1.224 0.264 -0.045
C -2.707 -0.240 -1.752 0.015
N 1.777 -2.980 0.145 0.139
C 2.094 -2.340 1.366 -0.415
O 2.778 -2.930 2.174 0.075
H 5.832 1.431 2.559 0.065
H 5.207 2.895 3.330 0.077
H 6.634 2.083 3.991 0.071
H 5.218 0.086 4.550 0.118
H 4.696 1.562 5.404 0.118
H 3.913 -0.709 2.862 0.124
H 3.553 0.763 1.914 0.131
H 1.586 -0.846 3.600 0.131
H 1.186 0.662 2.747 0.120
H -0.248 0.851 -0.323 0.106
H 0.005 -2.254 -4.244 0.085
H -0.158 -1.224 -2.793 0.066
H -2.055 -2.780 -2.031 0.116
H -1.943 -3.586 -3.609 0.127
H -3.962 0.074 -4.860 0.117
H -4.784 2.183 -3.881 0.111
H -3.653 3.700 -0.960 0.082
H -5.153 2.885 -0.538 0.082
H -4.995 3.676 -2.109 0.075
H -3.861 1.380 0.796 0.087
H -2.332 2.133 0.377 0.086
H -2.395 0.404 0.743 0.074
H -2.114 -0.900 -1.136 0.094
H 2.156 -3.910 0.010 0.151
```

Summary:
Multiplicity ... 1
Charge ... 0
SMILES string ... CCOCCc1c(O)nc(SCCOc2ccc(C)c(C)c2)[nH]c1=O
E_HOMO ... -8.43 eV
Gap between HOMO and LUMO ... 8.9178 eV

ii | The following is a DFT calculation (the ωB97M-V functional and the def2-TZVPD basis) of 2 unconnected molecules or ions with the total composition C18H24N2O4S.

```
49
Properties=species:S:1:pos:R:3:lowdin_charge:R:1
C -3.095 3.851 0.124 -0.010
H -3.589 2.906 -0.342 0.115
O -1.916 3.492 0.880 -0.030
C -0.993 2.858 0.446 -0.443
C -0.991 2.458 -0.946 0.055
C 0.120 1.607 -1.069 -0.050
C 1.046 1.328 -0.085 -0.271
C 1.273 1.945 0.989 -0.136
C 2.320 1.799 1.955 -0.004
C 2.139 2.249 3.200 -0.145
C 1.233 2.994 3.731 -0.066
C 0.161 3.315 2.748 0.133
C -0.046 2.735 1.294 0.002
H -0.769 3.727 3.057 0.077
H 1.037 3.503 4.520 0.042
H 2.924 2.145 4.066 0.160
H 2.970 1.166 1.651 0.012
S 2.392 0.148 -0.738 0.626
O 3.858 0.351 -0.281 -0.330
O 2.388 0.045 -2.117 -0.295
N 2.028 -1.274 -0.345 -0.115
H 1.336 -1.779 -0.699 0.004
C 1.759 -1.660 1.164 -0.038
C 0.157 -1.552 1.563 -0.134
C -0.374 -2.524 0.527 -0.271
N -0.465 -2.599 -0.828 -0.237
C -1.551 -1.529 -1.461 0.012
C -0.847 -1.487 -2.879 -0.187
H -1.765 -0.737 -3.270 0.163
O -1.177 -2.728 -3.513 -0.141
C -0.144 -3.631 -2.948 -0.158
C -0.587 -3.715 -1.545 -0.303
H 0.114 -4.566 -0.999 0.177
H -1.745 -4.153 -1.413 0.181
H -0.464 -4.510 -3.483 0.121
H 0.954 -3.395 -2.955 0.151
H 0.091 -0.989 -3.110 0.101
H -1.352 -0.736 -0.693 0.115
H -2.397 -1.896 -1.282 0.024
H -0.142 -3.557 1.163 0.156
H -1.816 -2.682 1.032 0.171
H -0.207 -0.544 1.360 0.089
H -0.034 -1.528 2.518 0.052
H 1.884 -2.554 1.348 0.004
H 2.321 -0.784 1.707 0.134
H 0.226 1.046 -2.223 0.183
H -1.767 2.476 -1.544 0.044
H -3.910 4.454 0.577 0.090
H -2.590 4.509 -0.852 0.169
```

Summary:
Multiplicity ... 1
Charge ... 0
E_HOMO ... -8.13 eV
Gap between HOMO and LUMO ... 7.6847 eV

Last place for stability: ii

i | The following is a DFT calculation (the ωB97M-V functional and the def2-TZVPD basis) of a gas-phase ion, C5H12NOS (charge +1).

```
20
Properties=species:S:1:pos:R:3:lowdin_charge:R:1
C -2.317 -0.455 -1.673 -0.013
N -1.928 -0.513 -0.226 0.034
C -0.395 -0.533 0.028 -0.259
O -0.120 -0.978 1.233 -0.044
C 0.208 0.258 1.866 -0.134
C 0.294 1.075 0.551 -0.458
S 1.779 1.671 -0.199 0.853
C 3.216 0.439 0.016 -0.318
H -3.289 -0.047 -1.903 0.097
H -1.626 0.220 -2.236 0.126
H -2.309 -1.437 -2.105 0.096
H -2.211 -1.431 0.368 0.249
H -2.524 0.266 0.155 0.188
H -0.022 -1.074 -0.776 0.132
H 1.040 0.193 2.437 0.090
H -0.588 0.528 2.579 0.138
H -0.428 1.925 0.474 0.093
H 3.925 0.789 0.796 0.046
H 3.682 0.543 -0.987 0.031
H 2.914 -0.632 0.032 0.049
```

Summary:
Multiplicity ... 1
Charge ... +1
SMILES string ... C[NH2+][C@@H]1OC[C@H]1SC
E_HOMO ... -12.37 eV
Gap between HOMO and LUMO ... 9.0347 eV

ii | The following is a DFT calculation (the ωB97M-V functional and the def2-TZVPD basis) of a gas-phase ion, C5H12NOS (charge +1).

```
20
Properties=species:S:1:pos:R:3:lowdin_charge:R:1
O 1.495 1.318 0.832 0.070
C 1.000 1.816 -0.141 -0.180
C -0.110 1.132 -0.938 -0.358
C -1.220 0.427 -0.118 -0.172
C -1.236 -1.086 -0.167 -0.370
S 0.195 -1.933 0.566 1.138
C 0.676 -1.206 2.104 -0.279
N 0.564 0.251 -1.882 0.052
H 1.395 2.685 -0.697 0.144
H -0.634 1.951 -1.447 0.138
H -2.163 0.771 -0.538 0.125
H -1.182 0.863 0.880 0.127
H -1.342 -1.584 -1.127 0.094
H -2.167 -1.333 0.343 0.106
H 1.344 -1.949 2.535 0.068
H -0.169 -1.151 2.791 0.082
H 1.132 -0.262 2.032 0.014
H -0.075 -0.057 -2.598 0.099
H 1.051 -1.198 -0.168 0.009
H 1.446 0.544 -2.261 0.096
```

Summary:
Multiplicity ... 1
Charge ... +1
E_HOMO ... -13.74 eV
Gap between HOMO and LUMO ... 10.6677 eV

Last place for stability: i

i | The following is a DFT calculation (the ωB97M-V functional and the def2-TZVPD basis) of C19H22N2O3S in the gas phase.

```
47
Properties=species:S:1:pos:R:3:lowdin_charge:R:1
C 5.226 1.155 -6.007 -0.056
C 4.422 0.802 -4.792 -0.288
C 3.955 1.801 -3.943 -0.033
C 3.210 1.499 -2.820 -0.023
C 2.908 0.174 -2.525 -0.304
N 2.179 -0.139 -1.369 -0.057
S 0.912 0.884 -0.900 0.671
O 0.008 1.075 -1.997 -0.279
O 1.466 2.046 -0.276 -0.287
C 0.151 -0.150 0.339 -0.294
C -0.869 -1.009 -0.023 -0.042
C -1.461 -1.803 0.944 -0.017
C -1.040 -1.730 2.269 -0.227
C -1.762 -2.504 3.332 -0.128
C -2.958 -1.683 3.848 -0.079
C -3.965 -1.505 2.726 -0.514
O -4.664 -2.417 2.333 0.055
N -4.039 -0.282 2.151 0.112
C -3.283 0.889 2.453 -0.309
C -3.932 2.220 2.238 -0.091
C -3.674 1.739 3.633 -0.098
C -0.001 -0.868 2.608 -0.022
C 0.600 -0.078 1.644 -0.048
C 3.364 -0.831 -3.369 -0.025
C 4.118 -0.516 -4.485 -0.047
H 4.629 1.756 -6.693 0.081
H 5.556 0.261 -6.529 0.072
H 6.101 1.741 -5.729 0.080
H 4.180 2.833 -4.167 0.116
H 2.851 2.277 -2.167 0.098
H 1.887 -1.106 -1.342 0.111
H -1.196 -1.026 -1.051 0.118
H -2.264 -2.473 0.677 0.125
H -2.139 -3.443 2.927 0.124
H -1.092 -2.721 4.165 0.118
H -3.449 -2.243 4.645 0.127
H -2.622 -0.722 4.234 0.108
H -4.713 -0.212 1.399 0.156
H -2.225 0.807 2.219 0.129
H -3.329 3.022 1.844 0.102
H -4.954 2.229 1.891 0.103
H -2.892 2.209 4.209 0.099
H -4.522 1.418 4.218 0.106
H 0.331 -0.810 3.634 0.121
H 1.396 0.610 1.880 0.117
H 3.130 -1.864 -3.147 0.110
H 4.466 -1.311 -5.128 0.109
```

Summary:
Multiplicity ... 1
Charge ... 0
SMILES string ... Cc1ccc(NS(=O)(=O)c2ccc(CCC(=O)NC3CC3)cc2)cc1
E_HOMO ... -8.36 eV
Gap between HOMO and LUMO ... 8.7381 eV

ii | The following is a DFT calculation (the ωB97M-V functional and the def2-TZVPD basis) of a molecular structure, C19H22N2O3S.

```
47
Properties=species:S:1:pos:R:3:lowdin_charge:R:1
C -4.537 -0.836 -2.740 -0.106
C -4.765 0.338 -1.926 -0.283
O -3.735 0.713 -1.014 -0.051
C -3.660 -0.247 0.064 -0.167
C -4.555 -1.399 0.330 0.022
C -4.350 -2.076 1.655 -0.077
C -3.236 -1.885 2.500 0.049
C -2.294 -0.730 1.834 0.102
C -2.601 0.051 0.747 -0.250
N -1.687 1.019 0.387 0.183
C -0.563 1.648 0.869 -0.499
O -0.038 1.048 1.692 0.155
C 0.108 2.412 -0.102 -0.374
C 0.443 2.152 -1.352 -0.203
H -0.473 1.642 -2.009 0.191
C 1.399 0.923 -1.165 -0.188
N 2.593 1.183 -0.367 0.009
C 3.333 0.433 0.323 -0.533
O 4.305 0.982 0.985 -0.025
C 3.243 -0.915 0.084 -0.435
C 3.551 -1.916 0.804 -0.289
C 3.417 -3.133 0.556 -0.172
C 3.181 -3.158 -0.856 -0.414
S 2.846 -1.657 -1.386 1.106
H 3.071 -3.958 -1.790 0.132
H 3.830 -4.079 0.981 0.135
H 3.878 -1.837 1.900 0.179
C 2.652 2.911 -0.108 0.041
C 1.270 3.123 0.791 -0.036
H 1.441 2.717 1.763 0.089
H 1.315 4.358 0.691 0.163
H 2.709 3.312 -1.118 0.092
H 3.525 2.932 0.575 0.096
H 1.830 0.596 -2.316 0.146
H 0.960 -0.013 -0.888 0.080
H 0.833 3.088 -1.967 0.168
H -0.653 3.378 -0.244 0.206
H -2.121 1.575 -0.129 0.030
H -1.392 -0.517 2.534 0.127
H -3.040 -2.230 3.297 -0.037
H -4.901 -2.846 2.055 0.058
H -5.623 -1.349 0.169 0.086
H -5.088 1.220 -2.487 0.114
H -5.927 0.055 -1.385 0.180
H -4.578 -1.685 -2.313 -0.012
H -5.229 -1.043 -3.561 0.099
H -3.575 -0.759 -3.314 0.113
```

Summary:
Multiplicity ... 1
Charge ... 0
E_HOMO ... -8.61 eV
Gap between HOMO and LUMO ... 8.9234 eV

Last place for stability: ii